(1)
14
Properties=species:S:1:pos:R:3:forces:R:3:lowdin_charge:R:1 method="wB97M-V/def2-TZVPD" smiles="[H]/N=N/C.C=CO" e_above_lowest_ev=4.332 lumo_ev=0.46 e_tot_ev=-8264.9944 charge=0
H 1.989 0.907 1.389 0.7 1.8 3.4 0.026
N 0.959 -0.517 0.542 0.3 -0.4 -1.3 -0.139
H -1.317 0.877 0.435 0.5 0.0 1.5 0.094
C 1.995 0.462 0.492 1.4 -0.5 -3.5 -0.119
H 2.947 0.025 0.131 -0.3 -0.1 0.8 0.089
H 0.339 -2.004 -0.155 0.2 -1.0 -0.4 0.048
C -1.683 -0.023 -0.007 0.0 0.4 1.0 -0.349
H -0.969 -1.340 0.959 1.6 -0.6 1.4 0.016
C -1.950 0.173 -1.253 -1.6 -0.3 -1.6 0.003
H -1.827 1.201 -1.599 -0.2 -0.6 -0.4 0.066
N 1.209 -1.470 -0.212 -0.8 0.3 0.4 0.100
O -1.854 -1.197 0.697 -1.2 1.0 -1.0 -0.006
H -2.519 -0.619 -1.742 0.4 0.4 -0.7 0.073
H 1.895 1.259 -0.279 -1.0 -0.5 0.4 0.100

=====

(2)
97
Properties=species:S:1:pos:R:3:forces:R:3:lowdin_charge:R:1 method="wB97M-V/def2-TZVPD" lumo_ev=-2.89 e_tot_ev=-90043.8917 charge=+1
C 4.307 -3.076 -0.468 -0.1 -0.2 0.3 -0.041
C 4.195 -4.222 0.304 0.0 0.1 0.0 -0.062
C 0.604 -3.444 -4.128 0.0 0.0 0.2 -0.006
C -3.170 1.721 -0.889 -0.6 0.1 0.2 -0.166
H -0.939 -2.487 -11.470 0.0 0.0 0.0 0.111
H -2.435 -1.142 1.448 -0.1 -0.1 0.1 0.135
C 1.849 -0.772 1.348 0.2 -0.3 -0.1 -0.031
H 3.526 3.063 -0.728 0.1 0.1 0.2 0.103
H -1.789 -1.912 -2.297 -0.1 -0.1 0.0 0.083
H 4.617 -1.012 -1.769 0.1 0.0 -0.1 0.094
H -3.230 5.736 3.283 0.0 0.0 0.0 0.109
H 1.495 -4.047 -4.019 0.0 0.0 -0.1 0.119
C -1.028 2.193 6.632 0.1 -0.1 0.0 -0.279
H 4.001 1.208 1.920 -0.2 0.0 0.1 0.060
H 2.241 -0.292 2.239 0.0 0.3 0.1 0.088
O 0.013 1.639 6.336 0.0 0.0 0.0 0.092
C 3.590 -1.915 -0.159 0.3 -0.3 0.1 -0.239
H -4.327 5.249 5.448 0.0 0.0 0.1 0.123
O -2.503 -1.311 -7.040 0.0 0.0 0.0 0.114
C -1.641 3.203 5.724 -0.1 0.0 0.1 -0.085
C 1.122 -3.665 -9.057 0.0 0.0 -0.1 0.001
H 1.706 -0.036 0.560 0.0 0.1 -0.1 0.043
C -1.246 -2.243 -3.170 0.1 -0.1 0.0 -0.063
C 0.164 -3.102 -5.400 -0.1 0.0 -0.1 -0.080
N -2.140 1.991 0.126 1.0 -0.7 -1.6 -0.146
H 4.954 -3.115 -1.332 0.1 0.2 -0.1 0.114
H 2.912 -0.673 -1.774 -0.1 0.4 0.0 0.097
S 0.092 3.260 0.676 0.4 -0.2 0.1 0.750
H 2.303 2.226 0.162 -0.2 -0.2 0.1 -0.003
C -2.902 2.555 8.265 0.1 0.0 -0.1 -0.081
H 4.750 -5.105 0.025 0.1 -0.1 0.0 0.111
H -1.021 0.926 1.576 0.1 0.3 0.0 0.088
C -3.400 4.761 5.181 0.0 0.1 -0.1 0.003
H -4.425 2.800 9.745 0.0 0.0 -0.1 0.123
C -0.101 -3.019 -3.015 0.0 0.1 -0.1 -0.061
C -2.831 3.850 6.063 0.1 -0.1 0.0 -0.080
H 2.041 -4.219 -8.929 0.0 0.0 0.1 0.122
C 4.767 0.790 1.277 0.0 0.2 0.2 -0.175
H 2.879 1.502 -2.744 0.1 0.1 -0.2 0.100
C 3.782 -0.752 -1.123 -0.1 -0.4 0.4 -0.226
H 5.315 1.324 -1.158 0.1 -0.1 -0.1 0.065
H -1.441 -0.854 0.020 0.2 0.1 0.0 0.111
C -3.001 1.294 10.305 0.0 0.0 0.0 -0.050
H -3.096 2.390 -1.739 0.2 0.2 0.1 0.095
H -1.445 -0.158 10.589 0.0 0.0 0.0 0.109
C -3.506 3.579 7.365 -0.1 0.1 0.1 -0.277
C 2.224 2.026 -2.044 0.0 -0.5 0.1 -0.276
C -3.527 2.265 9.470 0.0 -0.1 0.1 0.002
H -4.134 1.936 -0.428 -0.1 0.0 0.1 0.140
O -3.446 -0.535 -0.209 0.4 -0.1 -0.1 -0.110
C -1.246 -2.236 -9.368 0.0 0.0 -0.1 0.003
C 0.950 -3.557 -6.586 0.1 -0.1 0.0 -0.278
C -1.694 -1.906 -4.436 0.0 0.1 0.1 0.005
C 0.864 1.305 -2.097 0.2 0.3 0.3 -0.469
C -2.782 5.032 3.972 0.0 0.0 0.1 -0.049
C -3.205 0.287 -1.348 -0.6 -0.2 0.5 -0.195
H -1.094 4.613 2.706 -0.1 0.0 0.0 0.041
H -2.167 -1.681 -9.480 0.0 0.0 0.1 0.123
C -1.586 4.402 3.644 -0.1 0.1 0.0 -0.079
H 1.977 -3.092 2.571 -0.1 0.0 0.1 0.120
C 2.959 2.132 -0.696 0.3 0.2 -0.2 -0.338
H -0.092 2.994 4.266 0.0 0.0 0.1 0.110
C 2.646 -3.087 1.724 0.2 -0.1 -0.2 -0.033
P 4.220 0.868 -0.425 -0.4 0.0 -0.2 1.030
C 0.426 -3.227 -7.938 -0.1 0.0 0.1 -0.085
H 0.800 0.795 -3.055 -0.2 0.0 -0.1 0.074
C -1.508 -1.990 -6.914 -0.1 0.1 -0.1 -0.276
H 0.868 -1.160 1.607 -0.2 0.0 0.0 0.083
C -2.015 0.924 1.140 -0.5 0.2 0.8 -0.130
H 4.967 -0.229 1.596 0.0 -0.2 -0.1 0.070
C -0.954 2.516 -0.335 -0.2 0.1 0.6 -1.005
H -0.314 0.376 8.455 0.0 0.0 -0.1 0.118
C -1.019 3.491 4.517 0.0 0.0 -0.1 -0.014
H -3.490 1.067 11.242 0.0 0.0 0.0 0.110
H 5.665 1.386 1.402 0.1 0.1 -0.1 0.067
H 0.722 0.537 -1.338 0.1 0.0 0.1 0.062
H -2.701 1.126 1.961 -0.2 0.1 0.0 0.132
C -0.554 -2.687 -10.479 0.0 0.0 0.0 -0.047
H 1.174 -3.740 -11.195 0.0 0.0 0.0 0.111
O 1.982 -4.176 -6.438 0.0 0.0 0.0 0.107
C -0.995 -2.340 -5.555 0.1 0.0 0.0 -0.076
C -2.293 -0.476 0.601 0.0 0.0 -0.1 -0.193
C 0.633 -3.395 -10.324 0.0 0.0 0.0 -0.048
H -2.279 -0.011 -1.835 0.2 0.1 -0.1 0.081
C -0.758 -2.499 -8.095 0.1 0.0 0.1 -0.084
O -4.517 4.170 7.677 0.0 0.0 0.0 0.115
H 2.089 3.031 -2.424 0.0 0.1 -0.1 0.105
C 3.368 -4.230 1.418 -0.1 0.4 -0.1 -0.055
C 2.737 -1.928 0.950 -0.2 0.1 -0.2 -0.233
C -1.734 1.878 7.905 -0.1 0.1 0.0 -0.086
H 3.259 -5.109 2.033 0.1 -0.1 0.0 0.112
H 0.240 -3.293 -2.025 0.0 0.0 0.0 0.103
S -0.580 2.407 -2.099 -0.3 0.0 -0.3 0.915
H -2.587 -1.309 -4.566 0.0 0.0 -0.1 0.122
C -1.848 0.607 9.939 0.0 0.0 0.0 -0.054
C -1.214 0.901 8.744 0.0 -0.1 0.1 -0.004
H -4.044 0.132 -2.021 0.0 0.0 -0.1 0.140

=====

(3)
51
Properties=species:S:1:pos:R:3:forces:R:3:lowdin_charge:R:1 method="wB97M-V/def2-TZVPD" smiles=CC(C)O.CC(C)O.CC(C)O.CCO.O.O e_above_lowest_ev=0.000 lumo_ev=0.38 e_tot_ev=-24243.5466 charge=0
H 10.724 -8.337 5.359 -0.1 0.0 -0.1 0.077
O 10.698 -7.394 9.965 0.4 -0.5 0.1 -0.077
H 12.785 -9.940 9.382 0.2 0.1 -0.2 0.086
H 12.959 -8.252 8.775 0.3 -0.2 -0.1 0.064
C 8.633 -2.195 7.950 0.4 0.0 0.3 -0.062
H 15.310 -2.840 8.582 -0.2 -0.2 -0.1 0.082
C 11.088 -2.211 7.473 0.2 -0.6 -0.3 -0.061
H 11.893 -2.845 7.089 0.0 0.1 -0.1 0.072
H 9.933 -9.971 10.323 0.2 0.1 -0.3 0.086
H 9.314 -8.621 7.396 0.1 0.2 0.1 0.121
H 10.217 -6.649 5.177 -0.3 0.0 0.1 0.085
C 12.264 -9.023 9.108 -0.1 0.4 0.3 -0.040
H 10.120 -9.242 11.874 0.2 0.4 0.0 0.077
O 10.075 -3.896 8.830 0.1 -0.1 -0.3 -0.084
H 13.775 -3.486 9.296 0.2 -0.2 -0.1 0.064
H 12.300 -8.088 11.030 0.0 -0.4 0.2 0.140
H 10.914 -1.393 6.774 0.0 0.0 0.0 0.075
C 14.634 -2.832 9.438 0.3 0.3 0.0 -0.084
H 8.900 -6.329 8.117 0.2 0.1 -0.2 0.065
H 7.741 -2.743 8.252 0.0 -0.2 -0.3 0.074
H 11.294 -10.411 11.361 0.1 0.0 -0.2 0.081
C 10.690 -9.572 11.000 -0.1 -0.5 0.5 -0.061
H 11.424 -1.848 8.444 -0.2 0.3 0.0 0.079
C 15.385 -3.111 10.719 -0.8 0.5 0.7 -0.302
C 11.551 -8.508 10.349 -0.7 0.2 -0.3 -0.456
H 8.863 -1.533 8.790 0.0 0.1 -0.1 0.079
H 10.366 -7.038 10.797 -0.1 0.2 -0.2 0.106
O 15.746 -4.486 10.863 0.1 0.1 -0.4 -0.091
H 8.291 -5.884 6.506 -0.1 0.0 0.0 0.079
H 16.252 -2.452 10.820 0.2 -0.2 -0.2 0.113
C 8.354 -6.687 7.241 0.1 0.2 0.5 -0.050
H 15.529 -6.342 8.032 -0.1 0.0 0.0 0.065
O 12.184 -5.590 8.404 0.6 -0.5 0.0 -0.089
O 14.873 -6.060 8.679 0.5 -0.1 0.0 -0.054
H 11.779 -6.343 8.878 -0.1 0.4 0.0 0.008
O 8.201 -8.500 5.681 -0.8 0.2 0.4 -0.065
H 8.440 -1.590 7.064 -0.2 0.0 0.0 0.075
C 9.850 -3.080 7.686 -0.4 0.4 0.6 -0.505
C 10.341 -7.460 5.893 0.7 -0.5 0.6 -0.057
H 13.155 -5.763 8.417 -0.7 0.3 0.0 0.012
H 9.635 -3.720 6.823 0.2 0.1 -0.1 0.124
H 11.151 -7.191 6.579 -0.2 0.2 0.0 0.059
H 15.368 -5.556 9.353 -0.3 -0.1 0.0 0.023
H 7.356 -6.927 7.612 0.0 -0.2 -0.3 0.083
H 14.707 -2.846 11.541 0.1 -0.1 0.1 0.113
H 10.885 -4.410 8.626 -0.3 0.1 0.3 0.027
H 14.227 -1.821 9.514 0.1 0.0 0.0 0.080
C 9.072 -7.866 6.641 0.2 -0.2 -1.3 -0.473
H 8.682 -8.805 4.914 0.3 0.0 0.0 0.065
H 16.227 -4.578 11.689 0.0 -0.1 0.0 0.094
H 11.592 -9.229 8.274 -0.2 -0.1 0.2 0.077

=====

(4)
50
Properties=species:S:1:pos:R:3:forces:R:3:lowdin_charge:R:1 method="wB97M-V/def2-TZVPD" smiles="COc1ccc2[nH]c(=O)c(CN(CCO)S(=O)(=O)c3ccc(C)cc3)cc2c1" e_above_lowest_ev=1.078 lumo_ev=-0.05 e_tot_ev=-45150.2009 charge=0
C 3.643 -0.782 -1.305 0.0 0.0 -0.2 -0.045
C -5.169 1.614 0.063 0.0 -0.1 0.0 -0.004
C 5.953 -0.235 -0.877 0.0 0.0 0.1 -0.267
O 1.935 -1.779 2.041 0.3 0.3 0.0 -0.283
C 5.743 -0.473 0.477 -0.1 0.0 -0.1 -0.028
C -4.411 -1.041 -0.345 -0.3 -0.1 0.0 0.040
H 0.442 -0.521 -1.312 -0.1 0.2 -0.1 0.111
C 2.300 2.010 1.242 0.0 -0.1 0.4 -0.236
H 1.148 3.045 0.058 0.2 -0.1 0.0 0.051
H -1.733 -1.326 -0.674 0.1 -0.2 0.0 0.135
O -6.770 -1.612 -0.171 -0.1 0.2 0.0 -0.084
C -1.115 0.676 -0.492 0.0 -0.3 -0.1 -0.088
H 5.045 -0.221 -2.816 0.0 0.0 -0.1 0.117
O 1.205 -2.333 -0.252 0.2 0.2 -0.2 -0.289
H 1.471 0.462 2.496 -0.1 0.2 0.1 0.117
C -6.112 0.619 0.035 0.1 -0.2 0.0 0.012
C 0.346 0.360 -0.676 -0.2 0.0 -0.4 -0.141
H 7.825 -0.705 -1.780 0.1 0.0 0.0 0.087
H -5.823 -3.358 0.434 0.0 0.0 0.0 0.097
C -2.047 -0.305 -0.511 0.3 0.4 0.0 0.069
H -7.159 0.840 0.169 -0.1 0.1 0.0 0.122
H 4.310 -1.040 1.987 0.1 0.0 0.1 0.115
C -6.475 -2.977 -0.358 0.0 -0.2 0.0 -0.084
H -3.127 3.226 0.086 0.2 -0.1 0.0 0.168
N -2.847 2.266 -0.082 0.1 0.4 0.0 0.176
H 0.260 1.543 1.772 0.0 -0.1 0.0 0.125
H -7.433 -3.493 -0.315 0.1 0.0 0.0 0.094
C -3.435 -0.036 -0.321 -0.4 0.6 0.1 -0.139
H -6.010 -3.157 -1.332 0.0 0.0 0.0 0.097
H 2.404 2.691 2.102 0.0 -0.2 0.0 0.121
H 7.211 0.894 -2.189 0.1 0.1 0.0 0.080
O 2.075 2.738 0.067 -0.3 0.3 -0.3 -0.077
C 1.193 1.000 1.588 0.4 0.5 0.4 -0.160
C 7.303 0.167 -1.385 0.0 -0.1 0.0 -0.047
S 1.824 -1.410 0.659 -0.3 0.1 0.0 0.673
H 0.869 1.209 -1.126 -0.1 -0.2 0.0 0.125
H 2.818 -0.922 -1.985 -0.1 0.0 -0.2 0.113
O -0.730 3.009 -0.141 0.3 0.2 0.0 0.039
C 4.891 -0.399 -1.762 -0.1 0.0 0.1 -0.024
N 0.942 -0.012 0.592 0.6 -1.0 0.0 -0.213
C -1.500 2.058 -0.235 -0.4 0.0 0.0 -0.402
H -5.463 2.641 0.222 -0.1 0.1 0.0 0.115
C 4.496 -0.852 0.941 0.0 -0.1 0.2 -0.065
C 3.455 -1.000 0.046 -0.5 -0.2 0.3 -0.275
H 7.908 0.594 -0.589 0.1 0.0 0.0 0.077
H -4.085 -2.057 -0.504 0.0 -0.1 0.0 0.113
C -3.818 1.300 -0.113 -0.1 -0.8 -0.1 -0.183
H 3.253 1.492 1.098 -0.1 0.1 0.1 0.103
C -5.743 -0.723 -0.168 0.2 0.1 0.0 -0.274
H 6.561 -0.356 1.173 0.1 0.0 0.1 0.115

=====

(5)
9
Properties=species:S:1:pos:R:3:forces:R:3:lowdin_charge:R:1 method="wB97M-V/def2-TZVPD" e_above_lowest_ev=2.912 lumo_ev=3.83 e_tot_ev=-28029.9983 charge=-1
Cl 0.313 2.089 0.246 -0.1 -1.4 -0.7 0.320
H -2.257 0.497 0.031 -0.3 0.3 -0.1 -0.150
C 1.226 -0.634 -0.066 -0.3 0.5 -0.4 -0.866
O 0.700 -1.601 0.530 0.3 -0.8 0.4 -0.191
O 2.392 -0.386 -0.318 0.8 0.2 -0.2 -0.039
C 0.072 0.317 -0.531 0.4 1.2 0.9 -0.742
P -1.339 -0.583 0.193 -0.8 0.0 -0.5 0.722
H 0.001 0.527 -1.597 0.1 0.0 0.1 0.044
H -1.108 -0.226 1.512 0.0 0.0 0.5 -0.098

=====

(6)
53
Properties=species:S:1:pos:R:3:forces:R:3:lowdin_charge:R:1 method="wB97M-V/def2-TZVPD" smiles="Cc1ccc(S(=O)(=O)N2CCN(C[C@H](O)COc3ccccc3)CC2)cc1" e_above_lowest_ev=3.494 lumo_ev=0.61 e_tot_ev=-43166.5439 charge=0
C 1.243 -4.111 -0.860 -0.2 0.1 0.0 -0.049
C 1.833 0.469 1.045 0.1 0.5 -0.1 -0.160
C 2.040 -5.205 -1.149 0.1 0.1 0.0 -0.029
H -1.222 -1.502 2.158 0.0 0.0 0.1 0.118
H -0.564 5.256 0.304 0.1 0.0 0.0 0.114
H 3.496 -1.646 -1.311 0.2 0.1 0.0 0.117
H -4.246 7.203 -0.676 -0.1 0.1 0.0 0.097
C -2.522 1.000 0.311 0.2 0.6 0.4 -0.342
S 0.792 -1.410 -0.523 0.7 -0.4 0.0 0.716
O -2.902 -0.291 -0.069 0.1 -0.4 -0.2 -0.017
O -0.561 -1.859 -0.315 0.2 -0.4 0.1 -0.286
H -3.457 1.564 0.423 0.2 0.0 0.0 0.142
C -0.392 -0.839 2.405 -0.1 0.0 0.1 -0.163
O -1.216 2.952 -0.430 0.1 0.3 0.1 -0.053
O 1.014 -0.398 -1.514 0.3 0.1 0.0 -0.274
C -4.141 5.102 -1.075 0.0 0.2 0.0 -0.087
H -2.442 0.521 2.405 0.0 0.1 0.0 0.130
H 5.266 -6.043 -1.556 0.1 0.0 0.0 0.079
H 1.661 -1.424 2.900 0.0 -0.1 -0.1 0.128
H 0.203 -4.222 -0.596 -0.1 -0.1 0.0 0.113
C -3.375 3.950 -1.022 0.2 -0.4 0.0 -0.024
C 3.900 -3.748 -1.555 -0.1 0.1 0.0 -0.028
C 1.785 -2.842 -0.921 -0.5 0.3 0.1 -0.272
C 3.109 -2.651 -1.266 0.1 0.0 -0.1 -0.049
C -1.798 1.021 1.674 -0.4 0.1 -0.4 -0.111
H -0.432 -0.605 3.487 0.0 0.0 -0.1 0.125
H -2.182 1.650 -1.733 0.1 0.0 0.1 0.135
H 1.994 0.850 0.038 0.1 0.2 0.2 0.108
C -2.078 4.003 -0.521 0.0 0.3 0.1 -0.264
H 3.872 -7.115 -1.338 0.0 -0.1 0.0 0.078
H 0.461 2.142 1.220 0.0 0.0 0.1 0.115
H 4.935 -3.607 -1.829 0.1 0.0 0.0 0.115
N 1.559 -0.946 0.901 -0.3 -0.2 -0.9 -0.234
H -5.146 5.046 -1.467 -0.1 0.0 0.0 0.103
H 2.754 0.584 1.625 -0.1 0.0 -0.1 0.124
H -3.797 3.022 -1.375 0.0 -0.1 0.0 0.106
H -0.732 1.064 -0.898 -0.2 0.1 0.0 0.105
C -2.347 6.368 -0.134 0.0 0.0 0.0 -0.092
N -0.514 0.350 1.592 0.0 0.1 0.1 -0.183
C 0.951 -1.528 2.074 -0.2 -0.3 0.3 -0.162
H 0.805 -2.589 1.871 0.0 -0.1 0.3 0.117
H 4.201 -6.397 -2.913 0.0 -0.1 -0.1 0.088
H -2.100 -0.837 -0.168 -0.1 0.1 0.0 0.046
C 4.230 -6.218 -1.838 0.0 0.0 -0.1 -0.047
C 0.651 1.194 1.722 0.1 0.0 0.1 -0.144
H -1.675 2.063 1.989 0.0 -0.1 0.1 0.128
H -1.940 7.306 0.214 0.0 0.1 0.0 0.102
C 3.376 -5.037 -1.499 -0.1 0.0 0.1 -0.269
H 1.622 -6.200 -1.105 0.0 -0.1 0.0 0.115
C -1.646 1.652 -0.778 -0.4 -0.6 0.0 -0.129
C -3.639 6.312 -0.633 -0.2 0.1 0.0 -0.108
C -1.573 5.228 -0.078 0.1 -0.2 0.0 -0.013
H 0.886 1.396 2.785 0.0 0.1 -0.1 0.126

=====

| no. | strongest force on any atom (eV/Å) | frontier orbital gap (eV) |
| --- | --- | --- |
| 1 | 3.88 | 10.00 |
| 2 | 2.01 | 8.07 |
| 3 | 1.32 | 9.65 |
| 4 | 1.11 | 8.24 |
| 5 | 1.58 | 8.34 |
| 6 | 1.01 | 8.88 |